This record from OMol25 describes a cluster of 2 separate species, C4H12N3 in total. The level of theory is ωB97M-V/def2-TZVPD.

Each line ends with the Löwdin charge.
Element x y z (Å)
C1 -1.36 1.09 -0.22  -0.11
C2 2.22 1.39 -0.43  -0.07
C3 0.88 -1.32 0.96  0.04
C4 -1.09 -1.75 -0.45  0.17
N1 -2.66 0.70 -0.04  0.18
N2 -0.31 0.37 0.02  0.00
N3 -0.27 -0.91 0.16  -0.22
H1 -1.02 2.10 -0.51  0.16
H2 1.57 0.65 -0.96  0.02
H3 3.32 1.08 -0.38  0.06
H4 1.91 1.69 0.64  0.06
H5 1.27 -2.35 0.64  0.14
H6 1.63 -0.60 0.83  0.05
H7 0.52 -1.35 2.00  0.12
H8 2.25 2.27 -0.93  -0.04
H9 -0.82 -2.81 -0.19  0.13
H10 -1.83 -1.40 -1.18  0.12
H11 -3.35 1.35 -0.29  0.10
H12 -2.86 -0.20 0.30  0.09

Values from the calculation:
LUMO energy = -5.12 eV
Highest occupied orbital energy = -14.0 eV
Kohn-Sham gap = 0.3263 Ha
Charge = +1

This record from OMol25 describes a structure of composition C4H12N3. The level of theory is ωB97M-V/def2-TZVPD.

Each line ends with the Löwdin charge.
Element x y z (Å)
C1 2.19 0.30 -0.22  -0.27
C2 2.00 -0.77 0.86  -0.01
C3 -2.81 -0.07 0.93  0.06
C4 -2.20 0.41 -0.13  -0.17
N1 1.52 1.57 -0.11  0.11
N2 -1.19 -0.42 -0.80  0.06
N3 1.07 0.61 -1.07  0.01
H1 3.21 0.43 -0.64  0.17
H2 1.64 -1.80 0.62  0.10
H3 1.25 -0.48 1.59  0.08
H4 2.78 -0.97 1.47  0.04
H5 -2.54 -0.98 1.40  0.06
H6 0.88 1.48 0.61  0.07
H7 -3.64 0.43 1.36  0.07
H8 -2.55 1.14 -0.70  0.07
H9 -1.13 -1.40 -0.34  0.18
H10 -1.55 -0.52 -1.73  0.12
H11 1.12 0.85 -2.10  0.20
H12 -0.06 0.19 -0.99  0.04

Values from the calculation:
LUMO energy = -2.98 eV
Highest occupied orbital energy = -13.9 eV
Kohn-Sham gap = 0.4022 Ha
Charge = +1

This record from OMol25 describes a cluster of 2 separate species, C4H12N3 in total. The level of theory is ωB97M-V/def2-TZVPD.

Each line ends with the Löwdin charge.
Element x y z (Å)
C1 -1.08 -1.73 0.87  0.11
C2 2.50 -0.43 -0.02  -0.06
C3 -0.59 -0.74 0.19  -0.45
C4 -1.60 1.44 0.43  -0.01
N1 1.94 0.56 -0.51  0.01
N2 -0.65 -0.71 -1.25  0.09
N3 -0.43 0.60 0.73  -0.01
H1 -1.17 -1.62 1.88  0.06
H2 -1.41 -2.63 0.37  0.10
H3 2.60 -0.79 0.98  0.08
H4 3.14 -1.05 -0.58  0.08
H5 -2.33 1.33 1.24  0.11
H6 -1.47 2.57 0.53  0.13
H7 -1.78 1.23 -0.57  0.07
H8 2.09 0.75 -1.51  0.10
H9 -0.72 -1.74 -1.53  0.13
H10 0.18 -0.24 -1.68  0.09
H11 -0.27 0.53 1.76  0.19
H12 0.53 1.14 0.38  0.18

Values from the calculation:
LUMO energy = -3.05 eV
Highest occupied orbital energy = -13.4 eV
Kohn-Sham gap = 0.3794 Ha
Charge = +1

This record from OMol25 describes a structure of composition C4H12N3. The level of theory is ωB97M-V/def2-TZVPD.

Each line ends with the Löwdin charge.
Element x y z (Å)
C1 -0.92 2.06 1.47  0.25
C2 -0.78 -0.42 1.63  -0.03
C3 0.38 -1.61 -0.30  0.05
C4 -0.38 -0.42 0.42  -0.36
N1 -1.11 -1.16 2.70  0.18
N2 -0.39 0.64 -0.40  0.14
N3 1.55 0.26 -2.92  -0.02
H1 -1.96 2.18 1.24  0.03
H2 -0.26 2.99 1.46  0.07
H3 0.92 -1.16 -1.10  0.02
H4 -0.31 -2.34 -0.64  0.08
H5 1.13 -2.11 0.33  0.10
H6 -2.09 -1.45 2.69  0.14
H7 -0.61 -0.90 3.58  0.16
H8 0.48 0.79 -0.90  0.09
H9 -0.60 1.38 0.38  -0.05
H10 0.66 0.44 -3.45  0.06
H11 2.13 1.09 -2.63  0.05
H12 2.15 -0.26 -3.57  0.03

Values from the calculation:
LUMO energy = -5.96 eV
Highest occupied orbital energy = -13.5 eV
Kohn-Sham gap = 0.2780 Ha
Charge = +1

This record from OMol25 describes the ion C4H12N3 with charge +2. The level of theory is ωB97M-V/def2-TZVPD.

Each line ends with the Mulliken spin population.
Element x y z (Å)
C1 2.22 -0.14 -0.59  0.00
C2 0.82 -0.77 -1.07  0.03
C3 -0.33 -1.04 -0.19  0.01
N1 -2.98 0.10 1.42  0.20
C4 -2.28 0.53 0.30  -0.01
N2 -1.16 0.12 -0.25  0.67
N3 1.86 1.15 0.18  0.00
H1 2.74 0.37 -1.40  0.00
H2 2.71 -0.82 0.01  0.00
H3 1.21 -1.72 -1.47  0.00
H4 0.46 -0.25 -2.04  -0.01
H5 -0.08 -1.20 0.93  0.07
H6 -1.06 -1.84 -0.51  0.00
H7 -3.98 0.46 1.48  -0.01
H8 -2.59 -0.46 2.12  0.00
H9 -2.79 1.41 -0.24  0.03
H10 1.68 0.83 1.19  0.00
H11 0.93 1.37 -0.16  0.00
H12 2.61 1.90 0.28  0.00

Values from the calculation:
LUMO energy (spin up / spin down) = -7.68 / -11.77 eV
Spin multiplicity = 2
Highest occupied orbital energy (spin up / spin down) = -19.5 / -19.1 eV
Expectation value of S² = 0.761
Kohn-Sham gap (spin up / spin down) = 0.4362 / 0.2711 Ha
Charge = +2

This record from OMol25 describes the ion C4H12N3 with charge +2. The level of theory is ωB97M-V/def2-TZVPD.

Each line ends with the Mulliken spin population.
Element x y z (Å)
C1 0.60 1.57 1.24  0.07
C2 -0.55 0.47 0.74  0.07
C3 -0.18 -0.27 -0.48  0.19
C4 -0.19 -1.62 -0.60  0.07
N1 -0.67 -2.27 -1.68  0.10
N2 0.03 0.50 -1.74  0.00
N3 0.93 1.30 2.60  0.42
H1 1.48 1.43 0.60  -0.01
H2 0.24 2.59 1.11  0.03
H3 -0.55 -0.31 1.50  0.00
H4 -1.50 1.02 0.71  0.03
H5 0.16 -2.14 0.31  0.02
H6 -0.34 -3.23 -1.79  0.00
H7 -1.64 -2.18 -1.94  0.00
H8 0.63 1.32 -1.61  0.00
H9 0.14 -0.11 -2.56  0.00
H10 -0.88 0.95 -1.99  0.01
H11 0.29 1.90 3.13  -0.01
H12 1.86 1.49 2.96  0.00

Values from the calculation:
LUMO energy (spin up / spin down) = -8.01 / -12.10 eV
Spin multiplicity = 2
Highest occupied orbital energy (spin up / spin down) = -18.0 / -17.3 eV
Expectation value of S² = 0.762
Kohn-Sham gap (spin up / spin down) = 0.3679 / 0.1900 Ha
Charge = +2

This record from OMol25 describes a cluster of 2 separate species, C4H12N3O in total. The level of theory is ωB97M-V/def2-TZVPD.

Each line ends with the Löwdin charge.
Element x y z (Å)
O1 2.22 -1.99 0.08  0.09
C1 1.08 -2.33 0.20  -0.23
C2 0.00 -1.90 -0.74  -0.13
N1 0.58 -1.15 -1.87  0.11
H1 0.82 -2.99 1.04  0.14
H2 -0.49 -2.82 -1.10  0.14
H3 -0.74 -1.30 -0.22  0.12
H4 0.31 -1.47 -2.80  0.16
H5 0.35 -0.01 -1.70  0.09
H6 1.59 -1.28 -1.77  0.14
C3 -0.93 1.74 2.28  -0.05
N2 -0.34 1.23 1.05  -0.03
C4 -0.43 1.82 -0.14  -0.25
N3 0.00 1.38 -1.27  0.06
H7 -0.93 1.06 3.12  0.09
H8 -0.42 2.67 2.55  0.09
H9 -1.99 1.97 2.15  0.09
H10 0.29 0.45 1.18  0.13
H11 -0.95 2.78 -0.10  0.15
H12 -0.03 2.14 -1.94  0.08

Values from the calculation:
LUMO energy = -3.00 eV
Highest occupied orbital energy = -13.5 eV
Kohn-Sham gap = 0.3853 Ha
Charge = +1

This record from OMol25 describes a cluster of 2 separate species, C4H12N3O in total. The level of theory is ωB97M-V/def2-TZVPD.

Each line ends with the Löwdin charge.
Element x y z (Å)
C1 -0.35 0.56 1.92  -0.32
N1 -1.65 0.73 1.70  0.00
C2 -2.61 -0.35 1.54  -0.04
O1 0.25 -0.52 1.87  -0.04
H1 0.17 1.49 2.19  0.15
H2 -2.01 1.67 1.68  0.14
H3 -2.08 -1.29 1.41  0.08
H4 -3.25 -0.18 0.69  0.09
H5 -3.21 -0.46 2.44  0.10
C3 1.95 0.32 -1.63  -0.19
C4 0.80 -0.33 -1.50  -0.11
N2 0.72 -1.47 -0.58  0.17
N3 2.21 1.36 -2.48  0.09
H6 2.81 0.00 -1.06  0.14
H7 -0.11 -0.07 -2.02  0.12
H8 -0.01 -2.12 -0.88  0.16
H9 1.59 -1.99 -0.56  0.17
H10 0.48 -1.16 0.41  0.08
H11 1.44 1.75 -2.99  0.11
H12 2.88 2.04 -2.16  0.11

Values from the calculation:
LUMO energy = -2.80 eV
Highest occupied orbital energy = -12.7 eV
Kohn-Sham gap = 0.3653 Ha
Charge = +1

This record from OMol25 describes the ion C4H12N3S with charge +1. The level of theory is ωB97M-V/def2-TZVPD.

Each line ends with the Löwdin charge.
Element x y z (Å)
N1 -0.46 -1.68 -0.76  0.02
C1 -0.61 -1.55 0.70  -0.24
C2 -0.57 -0.14 1.03  -0.20
C3 -1.52 0.76 1.26  -0.38
S1 -0.99 2.48 1.44  0.81
N2 1.03 0.57 0.59  0.02
C4 1.05 0.99 -0.73  -0.31
N3 1.71 -0.05 -1.61  0.16
H1 -0.44 -2.69 -0.87  0.11
H2 -1.37 -1.31 -1.06  0.11
H3 -1.57 -2.04 1.00  0.15
H4 0.21 -1.89 1.24  0.11
H5 -2.50 0.55 1.41  0.05
H6 -1.98 2.72 2.25  -0.14
H7 1.34 1.20 1.23  0.03
H8 1.50 2.01 -0.89  0.16
H9 0.09 1.04 -1.22  0.12
H10 2.70 -0.28 -1.51  0.16
H11 1.30 0.11 -2.48  0.12
H12 1.06 -0.79 -1.02  0.15

Values from the calculation:
LUMO energy = -2.79 eV
Highest occupied orbital energy = -12.5 eV
SMILES = NC/C(=C/S)NC[NH3+]
Kohn-Sham gap = 0.3565 Ha
Charge = +1

This record from OMol25 describes a structure of composition C4H12N4. The level of theory is ωB97M-V/def2-TZVPD.

Each line ends with the Löwdin charge.
Element x y z (Å)
C1 -1.46 0.50 -0.43  -0.29
C2 -0.88 -1.81 -0.67  -0.19
C3 1.48 0.35 -1.24  0.06
N1 -0.66 0.57 0.82  -0.18
N2 -0.75 -0.47 -1.16  -0.15
N3 -0.83 1.82 1.44  0.02
C4 1.41 -0.45 1.32  -0.03
N4 0.86 0.40 0.54  -0.08
H1 -0.44 2.58 0.88  0.08
H2 -0.37 1.81 2.34  0.07
H3 -2.49 0.26 -0.15  0.11
H4 -1.42 1.47 -0.96  0.10
H5 -0.41 -2.51 -1.37  0.06
H6 -1.93 -2.10 -0.55  0.08
H7 -0.40 -1.99 0.32  0.05
H8 1.52 -0.61 -1.75  0.04
H9 1.02 1.12 -1.84  0.05
H10 2.46 0.63 -0.87  0.04
H11 2.47 -0.66 1.22  0.08
H12 0.83 -0.92 2.11  0.08

Values from the calculation:
LUMO energy (spin up / spin down) = 0.29 / 0.01 eV
Highest occupied orbital energy (spin up / spin down) = -7.6 / -6.4 eV
Kohn-Sham gap (spin up / spin down) = 0.2917 / 0.2345 Ha

This record from OMol25 describes an isolated molecule of C4H12N4. The level of theory is ωB97M-V/def2-TZVPD.

Each line ends with the Löwdin charge.
Element x y z (Å)
C1 2.15 1.32 -1.76  -0.01
N1 2.02 1.11 -0.49  -0.05
N2 0.77 0.72 -0.16  -0.29
N3 0.48 1.37 1.08  0.05
C2 0.55 -0.76 -0.03  -0.18
N4 -0.85 -1.21 0.09  -0.24
C3 -1.78 -0.44 -0.72  -0.12
C4 -1.29 -1.31 1.47  -0.13
H1 1.33 1.21 -2.49  0.08
H2 3.13 1.63 -2.15  0.06
H3 1.24 1.18 1.72  0.07
H4 0.54 2.38 0.91  0.08
H5 1.17 -1.17 0.77  0.12
H6 0.94 -1.22 -0.95  0.11
H7 -1.43 -0.35 -1.75  0.08
H8 -2.75 -0.95 -0.76  0.08
H9 -1.95 0.57 -0.32  0.07
H10 -2.28 -1.78 1.52  0.08
H11 -0.62 -1.96 2.05  0.08
H12 -1.36 -0.34 1.97  0.07

Values from the calculation:
LUMO energy = 1.11 eV
Highest occupied orbital energy = -8.5 eV
SMILES = C=NN(N)CN(C)C
Kohn-Sham gap = 0.3542 Ha

This record from OMol25 describes a structure of composition C4H12N4. The level of theory is ωB97M-V/def2-TZVPD.

Each line ends with the Löwdin charge.
Element x y z (Å)
C1 0.27 -1.31 -2.03  -0.20
C2 1.14 2.55 1.18  -0.23
N1 -0.61 -1.45 -0.89  -0.27
N2 0.93 1.23 1.74  -0.12
C3 -0.73 0.27 0.33  -0.18
N3 -0.44 -2.70 -0.25  -0.05
N4 -1.91 0.84 0.43  0.15
C4 0.44 -0.13 0.56  0.03
H1 0.24 1.27 2.49  0.05
H2 0.30 -3.28 -0.64  0.06
H3 -1.29 -3.24 -0.25  0.06
H4 -2.28 1.21 -0.43  0.12
H5 -2.52 0.58 1.19  0.12
H6 1.29 -0.78 0.56  0.10
H7 0.02 -2.04 -2.81  0.07
H8 0.15 -0.31 -2.45  0.07
H9 1.34 -1.45 -1.79  0.06
H10 1.86 2.48 0.35  0.07
H11 0.23 3.05 0.80  0.05
H12 1.58 3.22 1.93  0.06

Values from the calculation:
LUMO energy (spin up / spin down) = 0.70 / 0.70 eV
Highest occupied orbital energy (spin up / spin down) = -6.2 / -6.2 eV
Kohn-Sham gap (spin up / spin down) = 0.2543 / 0.2543 Ha

Calculated strongest force on any atom, 4.1; 5.2; 3.8; 4.3; 4.8; 3.0; 1.2; 0.3; 6.2; 3.1; 4.0; 5.6 eV Å⁻¹ (same order as the records).
Calculated energy, -323.52102; -323.50252; -323.54444; -323.36660; -323.12459; -323.12145; -398.86929; -398.88304; -721.72070; -378.36478; -378.51761; -378.36263 Ha (same order as the records).